[1]
{"formula": "C18H34FeN8S", "method": "the ωB97M-V functional and the def2-TZVPD basis", "gap_ha": [0.3077, 0.3076], "lumo_ha": [-0.2223, -0.2276], "e_homo_ha": [-0.530, -0.535], "charge": 2, "spin_multiplicity": 5, "species": ["Fe", "C", "C", "N", "C", "C", "N", "C", "C", "C", "N", "C", "C", "N", "C", "H", "H", "H", "H", "H", "H", "H", "H", "H", "H", "H", "H", "H", "H", "H", "H", "H", "H", "H", "H", "H", "H", "H", "H", "C", "C", "N", "N", "C", "N", "S", "C", "C", "C", "C", "C", "N", "H", "H", "H", "H", "H", "H", "H", "H", "H", "H"], "coordinates": [[-0.064386, -0.306259, -0.136136], [-2.551005, -0.983266, 2.494551], [-2.649996, 0.491912, 2.100958], [-1.425946, 1.036622, 1.494691], [-0.515852, 1.601429, 2.495420], [0.689056, 2.265060, 1.827607], [1.388619, 1.377982, 0.880172], [2.731252, 0.959519, 1.312979], [2.769767, -0.024836, 2.482635], [2.295183, -1.443011, 2.173105], [0.869529, -1.519317, 1.852351], [0.301917, -2.867771, 1.989771], [-0.650593, -3.226571, 0.841418], [-1.551388, -2.130785, 0.451805], [-2.722038, -1.964812, 1.329686], [-3.368195, -1.189043, 3.189560], [-1.622633, -1.172906, 3.029788], [-2.910140, 1.067492, 2.997458], [-3.479591, 0.603734, 1.400062], [-1.701433, 1.799456, 0.877558], [-0.200719, 0.806370, 3.172122], [-1.022255, 2.360577, 3.108492], [1.372213, 2.613953, 2.608070], [0.327161, 3.144357, 1.289517], [1.527695, 1.909185, 0.022911], [3.323484, 1.839289, 1.602268], [3.218296, 0.491641, 0.453898], [2.224891, 0.375518, 3.338015], [3.815261, -0.103600, 2.786808], [2.524149, -2.065943, 3.048820], [2.859953, -1.848688, 1.329299], [0.376293, -0.889818, 2.480292], [-0.210129, -2.972118, 2.951234], [1.103512, -3.607556, 1.972840], [-1.219365, -4.119276, 1.135477], [-0.049963, -3.477458, -0.035026], [-1.912293, -2.387165, -0.464794], [-3.001832, -2.940927, 1.747305], [-3.561740, -1.621627, 0.717071], [1.108391, 2.023631, -4.233737], [0.438332, 1.250014, -3.140279], [1.051971, 0.448632, -2.343693], [2.378118, 0.216303, -2.470764], [2.902168, -0.927129, -1.949779], [4.206906, -1.147626, -2.125337], [1.936190, -1.997594, -1.115454], [-1.020700, 1.300341, -2.972432], [-1.845808, 1.766154, -3.997217], [-3.221798, 1.726732, -3.841419], [-3.739885, 1.229033, -2.656069], [-2.847636, 0.789609, -1.686179], [-1.527463, 0.816654, -1.824345], [2.086239, 2.386553, -3.916950], [0.525373, 2.888815, -4.529257], [1.242505, 1.390004, -5.112630], [2.931679, 0.760526, -3.134259], [4.784350, -0.575329, -2.723906], [4.594756, -2.016660, -1.793473], [-1.423459, 2.134850, -4.916624], [-3.868529, 2.081328, -4.629692], [-4.803261, 1.168604, -2.491739], [-3.215174, 0.405215, -0.744826]], "forces_ev_per_a": [[0.3, -0.1, 0.6], [-0.2, 0.1, -0.4], [-0.2, -0.4, 0.4], [0.3, -0.1, -0.7], [0.2, 0.3, 0.0], [-0.3, -0.2, 0.2], [-0.5, -0.2, -0.8], [0.4, -0.2, 0.3], [-0.2, -0.1, -0.5], [0.5, 0.1, 0.3], [-0.6, 0.6, -0.4], [-0.4, -0.1, -0.1], [0.3, -0.1, 0.2], [0.4, 0.5, -0.7], [-0.1, 0.1, 0.5], [0.1, 0.0, 0.1], [0.0, -0.1, 0.2], [0.0, 0.1, -0.1], [0.0, 0.1, 0.0], [0.0, 0.0, 0.1], [0.0, 0.0, 0.1], [0.0, -0.1, 0.0], [0.0, 0.1, -0.1], [0.1, 0.0, 0.0], [0.0, 0.0, 0.1], [-0.1, 0.0, -0.1], [0.0, 0.1, 0.0], [0.0, 0.1, 0.1], [0.0, 0.1, 0.1], [-0.1, 0.0, -0.1], [-0.1, 0.0, 0.1], [0.1, -0.2, 0.1], [0.1, 0.0, 0.0], [0.0, 0.1, 0.1], [0.1, 0.1, -0.1], [-0.1, 0.0, 0.0], [0.0, 0.0, 0.1], [0.0, 0.1, -0.1], [0.1, -0.1, 0.0], [0.0, -0.1, 0.0], [0.9, -0.3, 0.1], [-0.9, 0.2, 0.2], [0.8, 0.6, -0.5], [-0.2, -0.2, 0.1], [-0.1, 0.3, -0.2], [-0.5, -0.1, 0.3], [-0.8, 0.1, 0.0], [0.3, -0.1, 0.3], [0.0, -0.1, 0.3], [0.2, 0.0, -0.2], [-0.2, 0.0, 0.0], [0.5, -0.3, 0.3], [0.0, 0.1, 0.0], [0.0, 0.1, 0.0], [0.0, 0.0, -0.1], [-0.3, -0.2, 0.2], [0.0, 0.0, 0.1], [-0.1, 0.0, 0.0], [0.1, 0.0, -0.1], [-0.1, 0.0, 0.0], [-0.1, 0.0, 0.1], [0.0, -0.1, 0.0]], "lowdin_charge": [0.81, -0.15, -0.20, -0.09, -0.20, -0.17, -0.10, -0.20, -0.15, -0.24, -0.11, -0.18, -0.21, -0.10, -0.19, 0.13, 0.09, 0.13, 0.11, 0.11, 0.11, 0.14, 0.13, 0.13, 0.10, 0.13, 0.10, 0.11, 0.13, 0.13, 0.07, 0.06, 0.13, 0.13, 0.13, 0.07, 0.12, 0.13, 0.12, 0.00, -0.24, 0.01, -0.01, -0.83, 0.14, 0.77, -0.21, 0.02, -0.01, -0.01, -0.11, 0.07, 0.09, 0.09, 0.12, 0.15, 0.13, 0.12, 0.12, 0.13, 0.12, 0.09]}

[2]
{"formula": "C18H34IN2O6S3", "method": "the ωB97M-V functional and the def2-TZVPD basis", "de_lowest_kj_mol": 16.9, "gap_ha": 0.3372, "lumo_ha": -0.0923, "e_homo_ha": -0.430, "charge": 1, "species": ["I", "C", "C", "C", "C", "C", "N", "C", "N", "H", "H", "H", "H", "H", "H", "H", "H", "H", "H", "C", "C", "C", "S", "O", "O", "C", "H", "H", "H", "H", "H", "H", "H", "H", "C", "C", "C", "S", "O", "O", "C", "H", "H", "H", "H", "H", "H", "H", "H", "C", "C", "C", "S", "O", "O", "C", "H", "H", "H", "H", "H", "H", "H", "H"], "coordinates": [[0.192143, 0.992620, -1.359076], [-0.666755, 1.272255, -3.308280], [-0.155249, 0.208008, -4.256597], [-0.608483, -1.218164, -3.860833], [0.562915, -2.147987, -3.790512], [1.338259, -2.571082, -4.838779], [2.312938, -3.378393, -4.276637], [2.146031, -3.450960, -2.986099], [1.086249, -2.709716, -2.651125], [-0.300540, 2.238751, -3.623624], [-1.746173, 1.276295, -3.240906], [-0.437661, 0.400553, -5.289326], [0.929721, 0.245889, -4.232307], [-1.310296, -1.630946, -4.577005], [-1.097105, -1.209481, -2.889643], [1.251428, -2.323222, -5.875235], [3.056983, -3.844632, -4.782336], [2.751054, -3.980327, -2.277872], [0.706115, -2.543635, -1.732732], [2.599927, -8.603261, -1.862013], [4.044287, -8.375806, -1.394091], [4.868003, -7.975880, -2.625521], [3.722065, -7.180004, -3.754488], [3.596183, -7.974258, -4.942657], [4.037367, -5.763652, -3.849051], [2.256713, -7.410815, -2.749077], [1.910359, -8.685954, -1.024234], [2.537407, -9.525822, -2.441473], [4.067110, -7.571126, -0.656296], [4.459120, -9.263127, -0.921100], [5.666217, -7.278496, -2.384763], [5.277827, -8.843056, -3.138770], [1.398803, -7.576418, -3.397162], [2.111447, -6.507509, -2.155449], [-2.185328, 2.278019, 4.184830], [-1.209979, 2.474915, 3.019038], [-1.801994, 1.753873, 1.799701], [-3.585392, 1.771288, 2.028936], [-4.036568, 0.411825, 2.190703], [-4.181763, 2.642166, 1.046416], [-3.570561, 2.574350, 3.625673], [-1.951480, 2.925892, 5.018219], [-2.137110, 1.242779, 4.533671], [-1.111949, 3.541629, 2.806138], [-0.215946, 2.096890, 3.255840], [-1.566675, 2.256564, 0.866863], [-1.487387, 0.712843, 1.750053], [-4.382801, 2.183897, 4.233639], [-3.708259, 3.641900, 3.458746], [-0.529009, 7.935374, 4.287934], [-1.504945, 8.013856, 3.105338], [-2.457506, 6.816032, 3.216217], [-2.557983, 6.421017, 4.968822], [-1.983817, 5.110642, 5.182121], [-3.869447, 6.738126, 5.463525], [-1.386237, 7.655421, 5.518442], [0.042545, 8.854466, 4.403297], [0.177298, 7.116776, 4.132244], [-2.073946, 8.943085, 3.163672], [-0.983043, 8.009987, 2.149884], [-3.456419, 7.042892, 2.853078], [-2.067606, 5.939969, 2.700461], [-0.825519, 7.267821, 6.365545], [-1.955581, 8.535063, 5.816019]], "forces_ev_per_a": [[-0.1, 0.0, -0.1], [0.3, 0.0, -0.4], [0.1, -0.4, 0.3], [0.5, -0.1, 0.2], [-0.2, 0.1, -1.1], [-0.2, 0.0, 1.4], [0.1, 0.2, -1.2], [-0.1, 0.0, 1.4], [-0.1, 0.1, -0.7], [-0.1, 0.3, 0.0], [-0.1, 0.1, 0.3], [-0.2, 0.3, 0.0], [0.2, 0.0, -0.1], [-0.2, 0.0, -0.1], [-0.2, 0.0, 0.1], [0.2, -0.2, -0.2], [0.1, -0.3, 0.2], [0.2, -0.2, -0.1], [0.2, -0.1, 0.2], [0.1, 0.0, 0.0], [-0.1, 0.1, 0.0], [0.1, -0.1, 0.3], [0.1, -0.2, 0.2], [0.0, 0.2, -0.2], [-0.2, 0.2, -0.1], [-0.1, -0.1, 0.1], [0.0, 0.0, 0.0], [0.0, 0.0, 0.0], [0.0, 0.0, 0.0], [0.0, 0.0, 0.0], [0.0, 0.0, -0.1], [-0.1, 0.0, -0.1], [0.1, 0.1, -0.1], [0.0, 0.0, 0.0], [0.1, -0.3, -0.1], [-0.1, 0.0, 0.0], [0.4, 0.2, 0.2], [0.1, 0.2, 0.2], [-0.1, 0.0, -0.1], [-0.1, -0.1, -0.1], [0.1, 0.0, 0.2], [0.0, 0.1, 0.1], [-0.1, 0.0, 0.0], [0.0, 0.0, 0.0], [0.0, 0.0, 0.0], [-0.1, 0.0, -0.1], [-0.1, 0.0, 0.0], [-0.1, 0.0, -0.1], [0.0, 0.0, 0.0], [-0.1, -0.1, -0.1], [0.0, 0.0, 0.1], [0.1, 0.2, -0.2], [0.0, 0.3, 0.0], [-0.1, 0.1, 0.0], [-0.1, -0.2, 0.1], [0.3, 0.1, -0.1], [0.0, 0.0, 0.0], [0.0, 0.0, 0.0], [0.0, 0.0, 0.0], [0.0, 0.0, 0.0], [-0.1, -0.1, 0.1], [0.0, -0.1, 0.1], [-0.1, -0.1, 0.0], [-0.1, 0.0, 0.0]], "lowdin_charge": [0.88, -0.59, -0.31, -0.15, -0.22, 0.04, 0.13, -0.07, 0.17, 0.04, 0.06, 0.12, 0.09, 0.13, 0.09, 0.14, 0.16, 0.15, 0.17, -0.21, -0.20, -0.21, 0.68, -0.29, -0.36, -0.23, 0.12, 0.13, 0.12, 0.12, 0.11, 0.11, 0.11, 0.09, -0.22, -0.21, -0.26, 0.66, -0.32, -0.33, -0.22, 0.08, 0.12, 0.10, 0.11, 0.03, 0.09, 0.11, 0.10, -0.22, -0.21, -0.22, 0.67, -0.33, -0.31, -0.23, 0.12, 0.12, 0.12, 0.11, 0.11, 0.09, 0.11, 0.11]}

| no. | energy (eV) |
| --- | --- |
| 1 | -76349.3068 |
| 2 | -75082.7744 |